Record 1
The following is a DFT calculation (ωB97M-V/def2-TZVPD) of 2 unconnected molecules or ions with the total composition C8H10O2.

For the calculated total energy, the calculation gives -12550.3392 eV. As for the energy relative to the best compared isomer or geometry (same formula, charge and spin): 3.322 eV. Its structure (SMILES) is c1ccccc1.CC(=O)O.

The geometry in ORCA input format:
```
! RIJCOSX wB97M-V def2-TZVPD def2/J DEFGRID3
* xyz 0 1
O 1.29 -0.87 -0.40
O 1.74 1.26 0.51
C -2.26 -0.95 -0.31
C -1.29 1.33 0.74
C -2.30 0.25 -1.18
C -1.77 -1.06 0.91
C -1.89 1.43 -0.61
C 2.09 0.29 -0.08
C 3.55 -0.21 -0.33
C -1.02 -0.01 1.51
H -0.35 -0.19 2.33
H 3.59 -1.21 0.04
H -0.78 2.28 1.03
H 0.13 -0.79 -0.31
H -1.77 -2.04 1.51
H 3.98 -0.37 -1.35
H -1.89 2.25 -1.35
H 4.23 0.30 0.32
H -2.79 -1.81 -0.62
H -2.50 0.11 -2.34
*
```

---

Record 2
The following is a DFT calculation (ωB97M-V/def2-TZVPD) of a molecular structure, C31H22BrCl2F23I2N3O4S3.

For the calculated total energy, the calculation gives -251433.9433 eV.

The geometry in ORCA input format:
```
! RIJCOSX wB97M-V def2-TZVPD def2/J DEFGRID3
* xyz -1 1
I 7.55 -4.47 3.40
I 0.91 -1.36 0.61
Br 3.28 2.29 8.51
Cl 4.81 0.49 -1.64
Cl 7.80 -1.33 -1.52
S -7.08 -1.34 -8.22
S -7.19 0.91 -6.84
S 2.34 -0.74 4.05
F -1.59 0.19 -1.97
F -8.10 -3.42 -6.90
F -3.48 -1.53 3.31
F -5.05 1.84 -1.92
F -3.72 -2.85 -0.72
F -2.91 3.80 -1.40
F -4.25 -1.23 -2.58
F -5.32 -3.12 3.32
F -2.62 -1.10 0.46
F -7.29 2.52 -4.71
F -6.97 -3.97 -8.69
F -3.94 1.52 0.16
F -5.56 -0.50 1.73
F -6.03 -0.44 -1.18
F -0.60 4.19 -0.26
F -1.04 1.95 0.45
F -6.00 -2.72 0.68
F -8.30 0.61 -4.44
F -3.32 -3.61 2.09
F -1.47 3.23 -3.21
F -6.13 0.69 -4.41
F -3.03 1.27 -3.54
F -5.93 -3.33 -6.87
O -8.31 -1.25 -9.01
O -5.97 1.58 -7.29
O -8.43 1.49 -7.34
O -5.85 -1.15 -8.98
N -7.13 -0.68 -6.77
N 2.59 -0.11 0.74
N 6.12 -2.34 5.85
C 3.65 -1.02 1.34
C 0.76 2.23 -1.38
C 1.76 2.28 4.25
C 3.70 -1.47 2.92
C 4.86 -1.32 -1.23
C 2.07 2.94 -0.63
C 3.88 3.78 6.04
C 2.01 2.60 0.99
C 5.97 -2.69 1.07
C 2.27 1.08 1.63
C -4.95 -1.75 1.17
C -7.23 1.20 -5.04
C 4.80 -2.46 3.62
C 1.66 3.90 1.97
C 1.51 3.78 3.60
C -3.93 -1.50 -0.09
C -0.69 2.77 -0.76
C -7.02 -3.07 -7.66
C 2.11 1.00 3.29
C 3.18 2.37 6.51
C 4.85 -1.67 0.37
C 1.64 2.18 5.91
C 5.97 -3.09 2.67
C -3.98 1.02 -1.23
C -4.52 -0.53 -1.27
C 4.80 -2.84 5.22
C 6.06 -3.61 -2.22
C -4.24 -2.51 2.47
C -2.60 1.28 -2.10
C 6.11 -1.96 -2.08
C -1.92 2.75 -1.85
H 6.00 -1.55 -3.20
H 3.09 2.69 -1.14
H 1.04 3.13 6.30
H 4.80 -4.00 5.35
H 6.84 -4.16 -1.52
H 4.72 4.18 6.79
H 6.74 -1.92 5.10
H 1.17 1.17 6.28
H 4.41 3.72 4.99
H 1.46 4.97 1.49
H 6.44 -3.84 -3.33
H 1.24 4.72 4.27
H 3.81 1.49 6.02
H 0.88 2.49 -2.52
H 3.07 4.62 5.95
H 1.90 4.11 -0.78
H 3.87 -1.80 -1.69
H 6.62 -3.14 6.32
H 0.81 1.07 -1.26
H 3.95 -2.33 5.85
H 6.85 -3.17 0.42
H 4.98 -4.07 -2.15
*
```

---

Record 3
The following is a DFT calculation (ωB97M-V/def2-TZVPD) of 2 unconnected molecules or ions with the total composition C17H25BN2O9.

For the calculated total energy, the calculation gives -40118.0727 eV.

The geometry in ORCA input format:
```
! RIJCOSX wB97M-V def2-TZVPD def2/J DEFGRID3
* xyz 0 1
O 4.31 -0.04 -3.47
O 6.32 1.30 -3.77
O 6.29 -0.38 -2.10
O 8.49 1.11 -4.31
O 2.76 2.13 -1.29
O 4.86 1.57 -1.83
O 8.46 -0.95 -2.26
O 2.08 0.15 -3.30
O -2.50 -0.18 2.18
N 0.03 -1.37 2.79
N 1.67 -0.78 0.50
C 7.54 0.77 -3.65
C 1.11 0.40 1.22
C -2.36 -1.54 1.74
C 7.52 -0.28 -2.61
C -4.08 -0.02 -1.41
C -1.00 -2.25 2.14
C -3.12 2.33 2.63
C -4.11 -0.99 -0.15
C -4.32 2.51 2.54
C -1.36 0.65 1.90
C 3.20 0.47 -2.97
C 3.55 1.48 -1.94
C -3.27 1.34 -1.20
C -2.75 -1.74 0.18
C -1.59 2.02 2.73
C -1.55 -1.47 -0.82
C 0.05 0.06 2.35
B 5.45 0.61 -2.79
H 1.99 0.91 1.73
H -0.70 -2.23 -0.74
H -5.40 2.32 2.30
H -3.71 2.09 -1.94
H -5.16 0.28 -1.60
H 1.81 -0.46 -0.47
H 0.94 -1.85 2.71
H -1.90 -1.57 -1.90
H -1.02 2.83 2.19
H -4.53 -0.39 0.71
H 0.36 0.66 3.26
H -1.41 0.97 0.81
H -1.23 -3.07 2.90
H 1.00 -1.55 0.42
H -3.38 1.78 -0.17
H -4.90 -1.78 -0.38
H -3.18 -2.12 2.28
H -0.49 -2.81 1.29
H 0.70 1.19 0.51
H -2.97 -2.86 0.10
H -2.19 1.20 -1.53
H -1.26 1.91 3.81
H -3.77 -0.59 -2.34
H -1.07 -0.46 -0.75
H -0.17 -1.36 3.81
*
```

---

no.,Kohn-Sham gap (eV),highest occupied orbital energy (eV),molar mass (Da)
1,9.53,-8.9,138.2
2,6.41,-6.6,1438.3
3,7.28,-8.9,412.2